No. 1
19
Properties=species:S:1:pos:R:3:forces:R:3:mulliken_charge:R:1 method="wB97M-V/def2-TZVPD" energy_ha=-880.3238 largest_force_ev_per_a=4.279 smiles=CCCP1#[PH][C@@H]1C homo_energy_ev=-8.230
H 1.2539 -0.9980 -0.8925 0.417 -0.770 1.558 0.4048
H 0.4259 0.6611 3.8104 -0.240 -0.387 -0.171 0.3210
H 1.0611 -0.7674 2.9591 -0.818 -0.188 0.815 0.2691
H -1.1612 -0.7685 1.5480 1.205 0.962 0.176 0.3615
C -0.1684 0.7270 -1.0657 -0.020 0.242 -0.555 -0.6911
H 1.3561 -1.4946 -3.2581 -0.354 0.067 -0.152 0.3512
H -0.4135 -1.5796 -2.6241 2.124 1.503 -0.772 0.2442
H -1.1563 0.2693 -0.8872 0.446 -0.219 -0.351 0.3455
H -2.3824 0.9938 0.6939 1.063 1.078 1.320 0.0348
C 0.5404 -0.8830 -2.8566 -1.598 -1.131 0.756 -1.1391
H -0.6320 -0.7713 3.7600 -0.088 -0.980 1.185 0.3703
H 0.2532 -0.0827 -3.5464 -0.036 -0.450 -0.196 0.3082
H 1.8859 0.5337 -1.7526 -1.803 -2.137 0.579 0.2527
H -0.3374 1.5408 -1.8932 0.440 -1.254 1.722 0.3674
C -0.5763 0.1023 1.9769 0.388 -0.994 -2.547 0.0211
P 0.3936 1.3889 0.5721 -0.642 -0.977 1.316 -0.0477
C 0.9633 -0.2339 -1.5425 0.431 3.464 -2.475 -0.4330
P -1.4283 1.6000 1.7562 -2.665 1.108 -1.334 -0.2647
C 0.1223 -0.2381 3.2424 1.752 1.061 -0.874 -1.0762


No. 2
18
Properties=species:S:1:pos:R:3:forces:R:3:mulliken_charge:R:1 method="wB97M-V/def2-TZVPD" energy_ha=-595.6031 largest_force_ev_per_a=7.578 homo_energy_ev=-8.482
H 1.3820 0.4730 2.2478 0.005 -1.700 2.052 0.3671
C -1.6806 -0.8533 -0.9889 -0.310 -0.760 -1.630 -0.5133
H 3.1262 2.4206 0.3043 -1.170 -3.581 1.278 0.2500
C 2.8505 1.3665 0.9579 2.249 0.074 0.542 -1.0415
H 3.4132 0.3198 0.6898 -1.742 2.564 -0.668 0.2668
C 1.3255 1.0792 1.4257 1.694 5.410 -0.545 -0.2430
H 3.5699 1.5106 1.8385 -1.587 0.369 -0.464 0.3477
H -0.7953 -1.3710 -1.3701 0.011 0.300 -0.164 0.2824
H -0.0865 1.4573 -0.2159 1.370 -0.752 1.104 0.2352
C 0.4684 0.6272 0.3662 -2.766 -1.628 -6.865 -0.5547
H -1.9628 -0.0463 -1.8480 1.017 -1.002 2.969 0.2495
H -3.6834 -2.1117 -0.1082 2.044 0.716 -4.317 0.2059
S -1.0655 -0.3950 0.7893 -0.381 -0.162 -1.226 -0.1267
C -2.9003 -1.9759 -1.2702 -0.021 -0.048 0.810 -0.6018
H -3.2624 -1.2344 -2.4361 -0.023 -3.456 3.737 0.2134
H 0.9783 0.0586 -0.6294 -0.835 1.093 3.022 0.2472
H 0.8054 2.1177 1.7501 1.546 -2.243 -0.156 0.2082
H -2.4828 -3.4430 -1.5028 -1.099 4.806 0.522 0.2074


No. 3
18
Properties=species:S:1:pos:R:3:forces:R:3:mulliken_charge:R:1 method="wB97M-V/def2-TZVPD" energy_ha=-595.7901 largest_force_ev_per_a=5.293 smiles="C=CC.CCS" homo_energy_ev=-8.896
H -2.5076 2.0940 1.2294 0.221 -0.272 -0.767 0.1001
C 1.5713 -0.8977 1.4642 -3.122 -0.418 2.366 -0.8570
H 0.5298 -2.0699 -1.5753 -0.268 -0.768 -0.181 0.3320
C -1.4692 0.5974 -0.5262 2.262 1.390 0.531 0.0116
C 1.3929 -1.1638 0.0564 -1.557 -4.678 -1.927 -0.0860
H -1.2112 2.5962 -1.0011 -0.056 0.028 -1.122 0.3574
H -2.4345 0.5941 -0.9297 -0.929 -0.485 -1.537 0.4126
H 0.1702 -2.9835 0.0904 0.194 0.331 -0.444 0.2942
H -0.8495 -0.2804 -0.6200 -0.835 -0.862 0.448 -0.1782
S -1.8069 0.9348 1.1833 0.170 -0.514 2.227 -0.2697
H 1.8282 -0.4488 -0.6192 0.104 0.282 -0.168 0.3330
H 2.4666 -0.6473 1.8690 3.361 0.693 0.303 0.3649
C 0.6571 -2.2097 -0.5127 1.936 3.151 1.521 -0.7442
H 1.0404 0.0310 1.4671 -0.559 1.141 0.856 0.1470
H 0.2835 2.1390 -0.6867 1.057 -0.937 1.640 0.3508
C -0.5890 1.6918 -1.0991 -0.816 1.495 -2.601 -1.0985
H 1.1265 -1.4710 2.3752 0.127 0.131 -2.329 0.2590
H -0.1986 1.4939 -2.1651 -1.290 0.293 1.184 0.2712


No. 4
19
Properties=species:S:1:pos:R:3:forces:R:3:mulliken_charge:R:1 method="wB97M-V/def2-TZVPD" energy_ha=-993.9602 largest_force_ev_per_a=4.754 smiles="C=C(C)S.C=C.S" homo_energy_ev=-9.102
S 3.5490 -2.0409 0.2057 -1.077 0.219 2.604 -0.2215
C -1.3039 -1.0751 0.3372 0.730 -1.088 0.078 0.4956
H 4.3736 -2.3563 -0.6980 1.422 -0.483 -1.936 0.1206
S -0.9158 -1.8585 1.9371 0.156 2.774 0.610 -0.2201
H -3.2695 -0.4502 0.4230 -0.818 1.262 0.859 0.3085
H 1.8028 3.7835 -0.6969 1.214 2.136 -2.872 0.2807
C -0.3719 -0.4295 -0.3673 -1.920 0.131 -1.206 -1.0345
C -2.7427 -1.2147 -0.0664 -1.000 -1.929 -0.267 -1.0931
H -0.6334 -0.0222 -1.3541 -0.451 -0.224 0.317 0.2036
C 1.4336 3.1996 0.0298 0.621 0.037 1.468 -0.5781
H 2.0086 3.3500 0.9147 -0.031 -0.752 0.925 0.2492
C 0.3702 2.5085 -0.2001 -3.320 -2.456 2.357 -0.4380
H -0.2400 2.6028 -1.1154 0.630 -0.299 0.472 0.2422
H -3.3452 -2.1530 0.2442 1.626 1.135 -0.321 0.2938
H 0.5810 -0.0500 -0.1466 1.277 -0.536 1.109 0.5576
H 2.6595 -1.4776 -0.5757 -0.370 0.250 -0.658 0.1061
H -2.9735 -1.0736 -1.1168 0.486 0.058 -0.347 0.3464
H -0.8981 -3.0741 1.5629 -0.083 -1.964 -0.922 0.1230
H -0.0842 1.8313 0.6824 0.908 1.729 -2.268 0.2581


The records above give, respectively, frontier orbital gap values of 9.1706 9.0339 9.7651 9.8362 eV.